Molecular formula: C9H16O3S
Method: DFT, wB97M-V/def2-TZVPD

Computed properties:
max |F| = 0.089 hartree/bohr
E_tot = -976.2958 Eh
frontier orbital gap = 9.843 eV

CARTESIAN COORDINATES (ANGSTROEM)
C  3.24  0.78  -0.56
C  2.98  -0.47  0.18
C  2.10  1.79  -0.13
C  1.63  -0.47  0.81
C  1.05  0.89  0.70
C  0.51  -0.19  -0.12
C  -1.58  -2.09  -0.13
C  -3.99  0.36  0.33
C  -1.26  -0.76  0.54
O  -1.85  1.91  0.31
O  -2.02  0.38  -1.61
O  0.51  -0.46  -1.44
S  -2.19  0.62  -0.16
H  4.23  1.23  -0.46
H  3.03  0.68  -1.60
H  3.09  -1.34  -0.41
H  3.66  -0.67  0.94
H  2.38  2.73  0.39
H  1.58  2.04  -1.02
H  1.45  -1.28  1.63
H  0.45  1.35  1.39
H  -2.55  -2.41  0.16
H  -0.85  -2.78  0.26
H  -1.44  -2.01  -1.22
H  -3.70  0.04  1.39
H  -4.59  1.21  0.14
H  -4.54  -0.36  -0.18
H  -1.17  -0.81  1.60
H  -0.16  0.07  -1.74


Molecular formula: C9H16O4
Method: DFT, wB97M-V/def2-TZVPD

Computed properties:
max |F| = 0.013 hartree/bohr
E_tot = -653.5486 Eh
frontier orbital gap = 11.234 eV

CARTESIAN COORDINATES (ANGSTROEM)
C  -1.73  -1.72  2.06
C  -0.78  -0.91  2.95
C  0.62  -0.74  2.38
C  0.68  0.09  1.09
C  0.70  -0.77  -0.18
C  0.36  0.02  -1.45
C  1.31  1.18  -1.71
C  1.03  1.81  -3.06
O  0.25  1.39  -3.88
O  1.75  2.92  -3.25
C  -1.06  0.54  -1.36
O  -1.37  1.67  -1.09
O  -1.95  -0.42  -1.61
H  -1.93  -1.22  1.12
H  -2.67  -1.89  2.58
H  -1.28  -2.69  1.85
H  -0.69  -1.42  3.92
H  -1.21  0.07  3.14
H  1.23  -0.26  3.15
H  1.05  -1.73  2.19
H  1.58  0.72  1.11
H  -0.18  0.76  1.07
H  1.69  -1.23  -0.29
H  -0.02  -1.58  -0.07
H  0.38  -0.66  -2.30
H  2.35  0.85  -1.71
H  1.20  1.96  -0.96
H  1.54  3.30  -4.12
H  -2.85  -0.06  -1.57


Molecular formula: C9H16OS2
Method: DFT, wB97M-V/def2-TZVPD

Computed properties:
max |F| = 0.036 hartree/bohr
E_tot = -1224.1321 Eh
frontier orbital gap = 8.461 eV

CARTESIAN COORDINATES (ANGSTROEM)
C  3.08  -0.45  1.39
S  3.55  0.93  0.33
C  1.94  1.58  -0.01
S  1.67  3.19  0.32
O  0.99  0.69  -0.42
C  -0.41  1.04  -0.38
C  -1.06  0.98  1.03
C  -0.92  -0.42  1.66
C  -1.60  -1.47  0.74
C  -1.12  -1.35  -0.73
C  -1.11  0.09  -1.33
C  -0.46  0.14  -2.74
H  2.36  -1.09  0.82
H  2.62  -0.10  2.32
H  3.95  -1.06  1.64
H  -0.53  2.07  -0.77
H  -2.11  1.22  0.90
H  -0.58  1.73  1.68
H  -1.39  -0.43  2.66
H  0.17  -0.58  1.81
H  -1.42  -2.49  1.08
H  -2.69  -1.25  0.78
H  -0.09  -1.75  -0.75
H  -1.77  -2.00  -1.31
H  -2.17  0.37  -1.41
H  -0.90  -0.64  -3.38
H  0.62  -0.09  -2.73
H  -0.61  1.13  -3.20


Molecular formula: C9H17Br6Cl3O2Sr2
Method: DFT, wB97M-V/def2-TZVPD

Computed properties:
max |F| = 0.063 hartree/bohr
net charge = +2
E_tot = -17388.8127 Eh
frontier orbital gap = 2.862 eV

CARTESIAN COORDINATES (ANGSTROEM)
Sr  0.16  1.50  -4.42
Sr  0.36  -3.71  -5.68
O  0.73  1.39  -1.09
C  0.65  0.21  -0.31
C  0.98  -1.17  -1.11
O  0.45  -1.43  -2.40
H  -0.41  0.17  -0.09
H  1.18  0.34  0.63
H  0.67  -2.05  -0.55
H  2.05  -1.35  -1.14
Br  -5.79  -2.49  -0.18
C  -5.76  -0.96  -1.48
C  -4.30  -0.39  -1.55
Br  -4.04  0.72  -3.23
H  -6.46  -0.23  -1.07
H  -6.08  -1.38  -2.43
H  -3.72  -1.31  -1.54
H  -4.01  0.23  -0.69
Br  3.76  -5.28  -2.82
C  4.15  -5.26  -0.82
C  4.45  -6.63  -0.35
Br  5.88  -7.53  -1.34
H  3.28  -4.94  -0.25
H  4.98  -4.58  -0.65
H  3.49  -7.12  -0.44
H  4.71  -6.54  0.71
Br  2.44  5.30  2.14
C  1.63  5.20  4.03
C  1.16  3.71  4.17
Br  -0.29  3.53  5.48
H  0.80  5.92  4.00
H  2.43  5.34  4.75
H  2.04  3.12  4.42
H  0.80  3.27  3.23
C  -2.31  4.81  0.52
Cl  -3.89  3.91  0.76
Cl  -2.53  6.45  1.11
Cl  -2.17  5.01  -1.21
H  -1.50  4.19  0.91


Molecular formula: C9H17ClN4O
Method: DFT, wB97M-V/def2-TZVPD

Computed properties:
max |F| = 0.033 hartree/bohr
net charge = +2
E_tot = -1106.9068 Eh
frontier orbital gap = 8.930 eV

CARTESIAN COORDINATES (ANGSTROEM)
C  1.19  3.38  0.51
C  -1.07  3.42  -0.17
C  -1.70  -0.55  1.29
C  0.55  -0.99  0.55
C  -2.11  -1.97  0.91
C  0.15  -2.41  0.15
C  1.78  2.46  -0.51
C  -0.37  1.16  0.08
C  2.48  2.11  -2.74
N  0.02  4.01  0.04
N  -0.58  -0.08  0.49
N  -1.34  2.07  0.05
N  -0.94  -2.88  1.04
O  1.75  2.80  -1.73
Cl  0.93  2.39  2.02
H  1.91  4.15  0.80
H  -1.90  4.02  -0.50
H  -2.57  0.09  1.16
H  -1.42  -0.51  2.35
H  0.98  -0.99  1.56
H  1.32  -0.64  -0.14
H  -2.92  -2.31  1.57
H  -2.47  -2.01  -0.12
H  -0.22  -2.42  -0.88
H  1.01  -3.07  0.23
H  2.39  1.62  -0.17
H  3.34  2.74  -3.01
H  1.84  2.02  -3.61
H  2.84  1.14  -2.40
H  -2.32  1.86  0.26
H  -0.61  -2.88  2.02
H  -1.21  -3.85  0.81


Molecular formula: C9H17ClSi
Method: DFT, wB97M-V/def2-TZVPD

Computed properties:
max |F| = 0.089 hartree/bohr
E_tot = -1102.5841 Eh
frontier orbital gap (spin up / spin down) = 8.610 / 8.610 eV

CARTESIAN COORDINATES (ANGSTROEM)
C  -2.36  0.38  -1.40
C  -1.61  -0.46  -1.01
C  -0.40  2.56  2.14
C  0.59  2.83  -0.27
C  -1.29  -3.60  -0.63
C  1.32  -1.72  -1.74
C  0.55  0.49  0.83
C  -0.18  1.85  0.65
C  -0.23  -0.82  0.88
Si  0.13  -2.30  -0.29
Cl  -1.37  -0.89  2.23
H  -3.12  0.95  -2.00
H  0.62  2.88  2.44
H  -0.97  3.43  2.23
H  -0.78  1.73  2.72
H  1.65  2.54  -0.23
H  0.30  2.56  -1.26
H  0.52  3.89  0.08
H  -2.17  -2.99  -0.50
H  -1.12  -3.95  -1.61
H  -1.17  -4.46  0.08
H  0.97  -0.93  -2.33
H  2.26  -1.38  -1.30
H  1.49  -2.64  -2.19
H  0.93  0.56  1.84
H  1.45  0.31  0.26
H  -1.25  1.57  0.45
H  1.00  -3.05  0.63


Looking at ΔE to the lowest compared entry with this formula, charge and spin for the records above, in order, we have 289.9, 0.0, 0.0, 948.9, 0.0, 252.5 kJ/mol.